# 1
Below is a structure of composition C33H40BF5N6OS3V in a non-equilibrium geometry, with properties calculated with wB97M-V/def2-TZVPD.

Output
Energy relative to the best compared isomer or geometry (same formula, charge and spin) = 1.1072 eV
Multiplicity = 3
Charge = +1
Total energy = -4348.0096 a.u.
Maximum force = 1.5 eV/Å
Orbital gap (spin up / spin down) = 7.37 / 8.26 eV
Lowest unoccupied orbital energy (spin up / spin down) = -3.12 / -2.35 eV
HOMO level (spin up / spin down) = -10.49 / -10.61 eV

The geometry in XYZ format:
```
90
C33H40BF5N6OS3V wB97M-V/def2-TZVPD
V 0.14 0.69 0.54
C 2.78 -1.93 -3.57
C 3.93 -1.75 -2.58
C 5.04 -2.76 -2.90
C 4.55 -0.35 -2.65
N 3.41 -2.06 -1.19
C 3.65 -3.27 -0.57
C 2.99 -3.25 0.60
N 2.32 -2.04 0.72
B 1.51 -1.94 2.07
N 0.09 -2.55 2.00
C -0.36 -3.42 2.97
C -1.60 -3.82 2.63
N -1.92 -3.20 1.43
C -0.88 -2.41 1.08
S -0.73 -1.36 -0.28
C -3.28 -3.26 0.81
C -3.20 -3.49 -0.70
C -4.00 -1.96 1.14
C -4.03 -4.45 1.42
N 1.54 -0.58 2.86
C 2.66 -0.29 3.61
C 2.34 0.64 4.52
N 1.00 0.95 4.35
C 0.53 0.21 3.33
S -1.04 0.28 2.61
C 0.25 1.96 5.17
C 1.14 2.40 6.33
C -0.07 3.17 4.30
C -1.01 1.31 5.75
C 2.56 -1.34 -0.41
S 1.92 0.17 -0.93
H 3.15 -1.75 -4.58
H 1.97 -1.23 -3.36
H 2.39 -2.95 -3.52
H 5.52 -2.45 -3.82
H 4.64 -3.77 -3.06
H 5.79 -2.80 -2.11
H 5.19 -0.31 -3.53
H 5.16 -0.15 -1.77
H 3.81 0.43 -2.74
H 4.29 -4.03 -0.98
H 2.96 -3.99 1.38
H 2.13 -2.68 2.79
H 0.25 -3.69 3.81
H -2.26 -4.50 3.12
H -2.86 -2.61 -1.24
H -4.19 -3.75 -1.07
H -2.53 -4.32 -0.94
H -3.46 -1.11 0.72
H -4.08 -1.82 2.22
H -5.01 -1.98 0.72
H -3.45 -5.37 1.35
H -4.95 -4.59 0.87
H -4.30 -4.27 2.46
H 3.60 -0.80 3.44
H 2.95 1.09 5.28
H 2.04 2.91 5.98
H 1.42 1.57 6.97
H 0.58 3.11 6.93
H 0.85 3.68 4.01
H -0.69 3.86 4.86
H -0.61 2.88 3.40
H -0.78 0.34 6.18
H -1.79 1.19 5.01
H -1.39 1.95 6.55
C -2.15 0.73 -2.61
C -2.97 0.87 -1.49
C -2.64 1.80 -0.50
C -1.50 2.60 -0.65
C -0.68 2.43 -1.76
C -1.00 1.49 -2.73
H -2.41 0.01 -3.37
H -3.86 0.27 -1.39
H -3.28 1.92 0.36
H -1.29 3.37 0.08
H 0.20 3.06 -1.88
H -0.36 1.37 -3.60
F 4.32 6.21 2.56
C 3.51 5.23 2.20
C 2.19 5.49 1.87
F 1.72 6.73 1.93
C 1.35 4.45 1.50
F 0.08 4.72 1.20
C 1.81 3.13 1.44
O 0.96 2.16 1.09
C 3.14 2.89 1.76
F 3.62 1.65 1.73
C 3.98 3.92 2.14
F 5.24 3.66 2.46
```


# 2
Below is a structure of composition C33H40F3IrN3PSSb in a non-equilibrium geometry, with properties calculated with wB97M-V/def2-TZVPD.

Output
Energy relative to the best compared isomer or geometry (same formula, charge and spin) = 1.2779 eV
Multiplicity = 1
Charge = +3
Total energy = -2828.5016 a.u.
Maximum force = 1.1 eV/Å
Orbital gap (spin up / spin down) = 6.37 / 6.37 eV
Lowest unoccupied orbital energy (spin up / spin down) = -10.56 / -10.56 eV
HOMO level (spin up / spin down) = -16.93 / -16.93 eV

The geometry in XYZ format:
```
83
C33H40F3IrN3PSSb wB97M-V/def2-TZVPD
Ir 0.15 0.29 0.46
N 1.03 0.71 2.38
N 1.27 2.10 2.55
C 1.05 2.99 1.55
N 1.31 4.26 1.79
S 0.41 2.52 0.02
H 0.34 0.42 3.07
H 1.90 0.23 2.59
H 1.62 2.39 3.46
H 1.71 4.59 2.66
H 1.10 4.96 1.10
F 4.26 -6.21 0.42
C 3.89 -4.95 0.25
C 4.49 -4.21 -0.77
C 4.10 -2.89 -0.94
C 3.12 -2.34 -0.11
C 2.54 -3.11 0.91
C 2.93 -4.42 1.09
Sb 2.59 -0.35 -0.39
C 2.11 -0.07 -2.40
C 1.76 -1.20 -3.15
C 1.42 -1.06 -4.48
C 1.44 0.20 -5.04
F 1.11 0.34 -6.31
C 1.80 1.34 -4.33
C 2.13 1.20 -2.99
C 4.12 0.81 0.42
C 4.20 2.18 0.19
C 5.26 2.90 0.71
C 6.21 2.22 1.46
F 7.22 2.91 1.96
C 6.15 0.86 1.70
C 5.09 0.14 1.17
H 5.24 -4.67 -1.39
H 4.56 -2.31 -1.73
H 1.80 -2.68 1.58
H 2.51 -5.04 1.88
H 1.77 -2.19 -2.70
H 1.16 -1.91 -5.10
H 1.82 2.30 -4.82
H 2.42 2.07 -2.43
H 3.46 2.70 -0.41
H 5.37 3.96 0.53
H 6.92 0.38 2.28
H 5.04 -0.93 1.33
C -1.07 -1.86 0.86
C -2.09 -1.69 -0.28
C -3.38 -2.45 0.01
C -1.44 -2.22 -1.57
P -2.19 0.17 -0.33
C -3.25 0.67 1.04
C -4.61 0.32 1.05
C -5.42 0.72 2.10
C -4.89 1.45 3.15
C -3.55 1.82 3.15
C -2.74 1.43 2.09
C -2.76 0.95 -1.92
C -1.59 0.95 -2.92
C -3.98 0.25 -2.52
C -3.11 2.40 -1.57
H -0.83 -2.91 1.04
H -1.39 -1.40 1.80
H 0.00 -1.50 0.55
H -3.17 -3.52 0.02
H -4.13 -2.27 -0.76
H -3.80 -2.19 0.98
H -1.14 -3.26 -1.41
H -0.55 -1.65 -1.85
H -2.13 -2.21 -2.41
H -5.04 -0.26 0.24
H -6.46 0.44 2.10
H -5.53 1.76 3.97
H -3.15 2.41 3.95
H -1.71 1.77 2.05
H -1.35 -0.06 -3.27
H -0.69 1.40 -2.50
H -1.88 1.54 -3.79
H -3.78 -0.78 -2.81
H -4.26 0.79 -3.43
H -4.85 0.27 -1.86
H -2.28 2.92 -1.08
H -3.98 2.47 -0.92
H -3.34 2.94 -2.49
```


# 3
Below is a structure of composition C33H40F3NP2Pd, with properties calculated with wB97M-V/def2-TZVPD.

Output
Energy relative to the best compared isomer or geometry (same formula, charge and spin) = 0.5459 eV
Multiplicity = 1
Charge = -2
Total energy = -2446.3875 a.u.
Maximum force = 0.8 eV/Å
Orbital gap = 4.64 eV
Lowest unoccupied orbital energy = 4.63 eV
HOMO level = 0.00 eV

The geometry in XYZ format:
```
80
C33H40F3NP2Pd wB97M-V/def2-TZVPD
Pd -0.01 -0.38 0.09
C 5.00 -0.58 -0.61
C 3.64 -0.71 0.07
C 3.75 -0.30 1.54
P 2.11 0.11 -0.65
C 2.39 -0.12 -2.50
C 3.27 0.86 -3.27
C 1.03 -0.20 -3.20
C 2.40 1.90 -0.30
C 3.56 2.58 -0.67
C 3.81 3.92 -0.35
C 2.85 4.59 0.40
C 1.69 3.97 0.82
C 1.43 2.59 0.52
N 0.42 1.89 1.01
C -0.70 2.29 1.65
C -1.42 3.48 1.41
C -2.59 3.76 2.08
C -3.08 2.90 3.05
C -2.39 1.71 3.30
C -1.25 1.37 2.60
P -0.24 -0.16 2.82
C 0.31 0.23 4.58
C 1.19 1.48 4.53
C 1.09 -0.92 5.21
C -1.33 -1.66 3.17
C -1.60 -2.44 1.88
C -2.60 -1.50 3.99
H 5.73 -1.25 -0.13
H 5.40 0.43 -0.53
H 4.96 -0.85 -1.67
H 3.35 -1.76 0.04
H 4.08 0.74 1.63
H 4.46 -0.94 2.07
H 2.77 -0.38 2.03
H 2.85 -1.12 -2.54
H 2.92 1.88 -3.15
H 3.24 0.61 -4.34
H 4.32 0.84 -2.96
H 0.55 0.79 -3.21
H 0.34 -0.86 -2.68
H 1.16 -0.52 -4.24
H 4.30 2.06 -1.25
H 4.72 4.40 -0.68
H 3.01 5.63 0.68
H 0.98 4.50 1.43
H -1.06 4.15 0.64
H -3.13 4.67 1.85
H -4.00 3.12 3.59
H -2.77 1.04 4.06
H -0.57 0.44 5.20
H 2.04 1.32 3.87
H 1.57 1.72 5.53
H 0.64 2.34 4.16
H 1.85 -1.30 4.52
H 0.45 -1.76 5.49
H 1.61 -0.59 6.12
H -0.63 -2.26 3.76
H -2.57 -2.18 1.46
H -1.57 -3.53 2.06
H -0.86 -2.19 1.10
H -3.35 -0.95 3.42
H -2.44 -0.97 4.93
H -3.03 -2.48 4.23
F -9.51 -0.21 -1.19
C -8.79 0.93 -0.92
F -9.15 1.81 -1.88
F -9.32 1.40 0.24
C -7.33 0.70 -0.85
C -6.45 1.33 -1.72
C -5.09 1.09 -1.63
C -4.55 0.20 -0.68
C -5.47 -0.42 0.20
C -6.82 -0.18 0.11
C -3.17 -0.06 -0.60
C -1.95 -0.23 -0.52
H -6.82 2.02 -2.47
H -4.40 1.59 -2.30
H -5.08 -1.09 0.95
H -7.50 -0.67 0.80
```


Question: The lowest charge belongs to which entry?
Answer: C33H40F3NP2Pd